# C15H13N5O3S

C15H13N5O3S in the gas phase in a non-equilibrium geometry (ωB97M-V/def2-TZVPD, the Open Molecules 2025 dataset).

Structure (XYZ):
```
37
Properties=species:S:1:pos:R:3:lowdin_charge:R:1
N 4.97059 -2.62469 3.17619 0.139
C 3.87166 -2.12394 3.82088 -0.570
N 2.72935 -2.21649 3.23610 -0.040
S 1.36090 -1.50332 3.81363 0.651
O 0.45814 -2.51897 4.27159 -0.294
O 1.67916 -0.43185 4.74383 -0.333
C 0.74251 -0.79559 2.30017 -0.288
C 1.10725 0.49178 1.95515 -0.054
C 0.68973 1.02174 0.75177 -0.001
C -0.12715 0.26717 -0.09818 -0.269
C -0.48758 -1.03541 0.26803 -0.004
C -0.04337 -1.56358 1.46213 -0.044
H -0.30944 -2.56063 1.77404 0.117
H -1.10068 -1.61890 -0.40225 0.120
N -0.43236 0.77191 -1.33418 0.201
C -1.58731 0.93148 -1.82802 -0.119
C -1.88176 1.37315 -3.17835 -0.108
C -1.06396 1.66471 -4.25538 -0.003
C -1.66016 2.05933 -5.44444 -0.086
C -3.03989 2.15664 -5.54988 -0.076
C -3.87366 1.86419 -4.47614 -0.012
C -3.28003 1.47312 -3.29464 -0.193
N -3.86866 1.12765 -2.08757 0.160
C -2.93698 0.78915 -1.14017 -0.370
O -3.17254 0.47870 0.00158 0.119
H -4.86149 1.13899 -1.91316 0.168
H -4.94607 1.94203 -4.56746 0.110
H -3.48043 2.46605 -6.48576 0.105
H -1.04484 2.29446 -6.29918 0.101
H 0.00675 1.58473 -4.15781 0.117
H 0.95540 2.02741 0.46422 0.114
H 1.71170 1.06330 2.64189 0.113
N 4.08134 -1.56912 5.03613 0.156
H 5.01642 -1.30450 5.29726 0.105
H 3.30959 -0.99050 5.35994 0.067
H 4.75722 -3.21943 2.39240 0.103
H 5.75066 -2.91078 3.74567 0.098
```

Computed properties:
calculated total energy: -40194.834 eV
max |F|: 1.5 eV Å⁻¹
SMILES: NC(N)=NS(=O)(=O)c1ccc(/N=C2\C(=O)Nc3ccccc32)cc1
lowest unoccupied orbital energy: -0.8063 eV
gap between HOMO and LUMO: 7.60 eV
energy above the lowest of the compared OMol25 structures with the same formula, charge and spin: 0.0 kJ/mol
highest occupied orbital energy: -8.4 eV

# C39H46AuN4OSTe

C39H46AuN4OSTe as an isolated structure (ωB97M-V/def2-TZVPD, the Open Molecules 2025 dataset).

Structure (XYZ):
```
93
Properties=species:S:1:pos:R:3:mulliken_spin:R:1
Au 0.46735 -1.53998 2.32025 0.567
N -1.07811 -1.86415 3.83352 0.078
C -1.42736 -3.30010 3.93119 0.000
C -1.63323 -3.86441 2.54131 -0.005
N -0.40038 -3.69895 1.74801 0.073
H -0.74178 -1.52686 4.72977 0.002
H -1.88153 -1.29008 3.58957 -0.001
H -2.30965 -3.45590 4.55227 0.004
H -0.58546 -3.80381 4.40974 0.000
H -2.42502 -3.30564 2.03778 0.000
H -1.95276 -4.90533 2.59957 0.004
H -0.60880 -3.71210 0.75646 -0.006
H 0.26703 -4.44456 1.91660 -0.007
C 2.22350 -2.92527 -6.02045 0.000
C 1.63280 -2.02727 -4.97274 0.000
C 1.16365 -2.53219 -3.76819 0.000
C 0.59809 -1.72412 -2.78807 0.002
C 0.19554 -2.39309 -1.50187 -0.005
C 0.49861 -0.34901 -3.04740 -0.001
Te -0.40143 1.10263 -1.80636 -0.003
N -0.26399 0.16928 -0.03533 -0.012
C -0.46151 0.95236 1.00099 0.008
O -0.20418 0.55866 2.20007 0.160
C -0.95909 2.35976 0.94596 0.007
C -0.14196 3.38763 1.40869 0.001
C -0.60239 4.69378 1.37788 -0.003
C -1.88611 4.97237 0.92244 0.003
C -2.71016 3.94416 0.49016 0.000
C -2.24506 2.63599 0.49190 0.003
C -2.36763 1.29582 -2.57554 -0.002
C -2.66229 2.58236 -3.04848 0.001
C -1.77024 3.79956 -2.98663 0.000
C -3.88833 2.75515 -3.69358 0.000
C -4.80111 1.72929 -3.85621 0.000
C -6.11276 1.95252 -4.55007 0.000
C -4.47981 0.47299 -3.34230 0.000
C -3.28254 0.23708 -2.69361 0.001
C -2.99951 -1.13145 -2.15149 -0.001
C 0.97867 0.19935 -4.25086 0.000
C 0.88755 1.66248 -4.61178 0.000
C 1.53939 -0.65922 -5.18603 0.000
H 2.28652 -3.95523 -5.67492 0.000
H 3.22507 -2.59312 -6.29508 0.000
H 1.61595 -2.90714 -6.92631 0.000
H 1.24308 -3.59672 -3.57867 0.000
H 0.04990 -3.46013 -1.67933 0.000
H -0.71666 -1.98071 -1.08651 0.002
H 0.97414 -2.27617 -0.74469 0.001
H 0.84707 3.15914 1.78756 0.000
H 0.03531 5.49780 1.72049 0.000
H -2.24602 5.99250 0.91528 0.000
H -3.71728 4.15694 0.15619 0.000
H -2.89677 1.83133 0.16980 0.000
H -0.94737 3.72734 -2.28150 0.000
H -2.36463 4.66758 -2.70431 0.000
H -1.35153 4.00224 -3.97439 0.000
H -4.12655 3.74061 -4.07817 0.000
H -6.20147 2.97186 -4.91947 0.000
H -6.94335 1.76182 -3.86901 0.000
H -6.22217 1.27070 -5.39427 0.000
H -5.19054 -0.33932 -3.44499 0.000
H -3.91586 -1.71607 -2.09019 0.000
H -2.57711 -1.06730 -1.14577 0.001
H -2.29862 -1.67009 -2.79205 0.000
H 1.09581 2.32484 -3.77128 0.000
H -0.10574 1.91039 -4.99647 0.000
H 1.60696 1.89657 -5.39345 0.000
H 1.90882 -0.24126 -6.11569 0.000
N 2.30171 -1.12401 1.41572 0.109
S 3.61068 -0.65559 2.24637 0.016
C 3.32885 0.86713 3.11694 -0.009
C 2.27092 1.05331 3.99989 0.000
C 2.09142 2.29591 4.57737 0.004
C 2.96734 3.33669 4.27772 -0.001
C 4.02062 3.14247 3.39779 0.001
C 4.20401 1.89962 2.80550 -0.003
C 3.64030 -1.86527 3.55231 0.012
C 4.08071 -1.52225 4.82296 0.008
C 4.15551 -2.50910 5.79561 0.004
C 3.80353 -3.81722 5.49514 -0.002
C 3.38816 -4.15119 4.21264 0.005
C 3.30941 -3.17726 3.22827 -0.014
H 2.26643 -0.62919 0.53045 -0.006
H 1.59848 0.23701 4.22977 0.006
H 1.27309 2.45903 5.26562 0.000
H 2.82623 4.30433 4.74074 0.000
H 4.70088 3.95223 3.17246 0.000
H 5.02214 1.73279 2.11544 -0.001
H 4.36390 -0.50551 5.05843 -0.001
H 4.49754 -2.25215 6.78882 0.000
H 3.87200 -4.58206 6.25694 0.000
H 3.15011 -5.17884 3.97091 0.000
H 3.02111 -3.42902 2.21632 -0.002
```

Computed properties:
calculated total energy: -71003.250 eV
max |F|: 0.6 eV Å⁻¹
net charge: +2
multiplicity: 2
lowest unoccupied orbital energy (spin up / spin down): -4.4350 / -6.6494 eV
gap between HOMO and LUMO (spin up / spin down): 8.89 / 6.70 eV
energy above the lowest of the compared OMol25 structures with the same formula, charge and spin: 70.2 kJ/mol
highest occupied orbital energy (spin up / spin down): -13.3 / -13.4 eV

# CH5NO2S

CH5NO2S in the gas phase in a non-equilibrium geometry (ωB97M-V/def2-TZVPD, the Open Molecules 2025 dataset).

Structure (XYZ):
```
10
Properties=species:S:1:pos:R:3:lowdin_charge:R:1
C 1.15812 -0.60250 -0.46310 -0.164
N -0.07768 1.78524 0.48884 -0.155
O -2.17989 -0.20946 -0.31416 -0.391
O 0.14575 -1.07136 0.37202 -0.356
S -1.00411 0.03958 0.47710 0.847
H 2.19298 -0.63821 -0.05884 0.117
H 0.84922 0.34943 -0.76160 0.011
H 1.04349 -1.27683 -1.26734 0.080
H -0.67273 2.19652 -0.18855 -0.094
H -1.45515 -0.57240 1.71562 0.106
```

Computed properties:
calculated total energy: -17533.164 eV
max |F|: 5.3 eV Å⁻¹
SMILES: CO[S@@H](=N)=O
lowest unoccupied orbital energy: 0.0859 eV
gap between HOMO and LUMO: 9.43 eV
energy above the lowest of the compared OMol25 structures with the same formula, charge and spin: 557.6 kJ/mol
highest occupied orbital energy: -9.3 eV

# C12H33ClCoI2O3P3

C12H33ClCoI2O3P3 as an isolated structure in a non-equilibrium geometry (ωB97M-V/def2-TZVPD, the Open Molecules 2025 dataset).

Structure (XYZ):
```
55
Properties=species:S:1:pos:R:3:mulliken_spin:R:1
I -0.48060 0.72841 -5.92061 -0.001
I -3.19862 0.50792 -6.13978 0.000
Co -1.19701 0.03768 -0.09254 2.933
P -1.57290 -1.95081 -0.58494 0.025
C -1.59698 -2.41546 -2.36880 0.034
C -0.44325 -3.35635 -0.03768 0.039
H -0.95075 -4.29140 -0.36998 0.014
H -3.06460 -3.85804 -0.08635 0.008
H -0.24902 -3.41500 1.05313 -0.001
H -3.39836 -2.47079 0.97089 -0.005
H -0.73355 -1.96123 -2.86674 -0.012
H 0.53221 -3.28027 -0.54595 -0.003
C -3.15666 -2.76123 -0.05818 0.038
H -1.52296 -3.51090 -2.46121 0.012
H -3.99736 -2.47551 -0.70673 0.000
H -2.50964 -2.07180 -2.87481 0.005
P -1.89441 1.98401 -0.14948 0.040
C -2.02664 2.83085 -1.76355 0.061
C -3.57015 2.39187 0.49540 0.027
H -0.89205 3.08567 1.88355 0.001
H -1.41369 4.23487 0.58617 0.009
H 0.12134 3.27838 0.42474 -0.005
C -0.91587 3.26445 0.79082 0.042
H -3.75887 1.87223 1.44103 -0.004
H -3.63395 3.47575 0.66502 0.011
H -2.15262 3.90066 -1.55216 0.020
H -2.88882 2.45944 -2.33279 -0.001
H -4.34549 2.10340 -0.22934 -0.002
H -1.12062 2.67419 -2.35581 -0.014
Cl -1.96311 -0.30623 1.95484 0.438
C 2.10310 -2.77263 2.54304 0.003
C 1.42399 -1.41911 2.39505 -0.003
O 1.58481 -1.02812 0.95666 0.066
P 0.91384 0.16139 0.07667 0.091
O 1.66888 -0.23577 -1.29623 0.064
C 2.71718 0.38167 -2.03874 0.000
C 4.09007 -0.06579 -1.65651 0.006
O 1.71569 1.49386 0.54978 0.054
C 2.46599 1.71960 1.77897 -0.002
C 1.52481 1.91000 2.94492 -0.001
H 1.63571 -3.58845 1.96209 -0.001
H 2.04690 -3.03662 3.60781 0.000
H 3.17030 -2.69943 2.29427 0.000
H 0.35239 -1.44278 2.69849 0.004
H 1.97063 -0.67019 2.99370 0.002
H 2.49596 0.10753 -3.07278 -0.002
H 2.61420 1.47834 -1.95172 -0.001
H 4.41902 0.25095 -0.66319 0.000
H 4.23870 -1.13571 -1.77677 0.000
H 4.71751 0.41304 -2.39917 0.001
H 3.17869 0.88537 1.92066 0.002
H 3.02968 2.64645 1.60117 0.000
H 0.70551 1.16920 2.96546 0.005
H 2.07623 1.83637 3.88916 -0.001
H 1.13520 2.93605 2.90900 0.000
```

Computed properties:
calculated total energy: -113323.864 eV
max |F|: 8.0 eV Å⁻¹
net charge: +2
multiplicity: 5
lowest unoccupied orbital energy (spin up / spin down): -6.2767 / -10.6759 eV
gap between HOMO and LUMO (spin up / spin down): 7.53 / 3.13 eV
energy above the lowest of the compared OMol25 structures with the same formula, charge and spin: 0.0 kJ/mol
highest occupied orbital energy (spin up / spin down): -13.8 / -13.8 eV

# C3H9NO

A 3-piece molecular cluster, C3H9NO overall in a non-equilibrium geometry (ωB97M-V/def2-TZVPD, the Open Molecules 2025 dataset).

Structure (XYZ):
```
14
Properties=species:S:1:pos:R:3:lowdin_charge:R:1
C 2.56431 0.01905 -0.21631 -0.109
O 1.44532 0.93322 -0.18304 -0.197
H 0.78186 0.63395 0.57595 0.098
H 2.31639 -0.90526 0.30969 0.073
H 3.41037 0.48741 0.28232 0.075
H 2.83105 -0.22044 -1.24581 0.083
C -2.42508 0.30214 0.01204 -0.112
C -0.95664 -0.02025 0.01196 -0.347
N -0.49587 -1.12152 0.46741 0.033
H -1.20731 -1.85814 0.57663 0.040
H 0.19336 0.60830 -0.63118 0.167
H -2.77459 0.55389 -0.99186 0.065
H -2.65326 1.13540 0.68060 0.068
H -3.02990 -0.54778 0.35161 0.063
```

Computed properties:
calculated total energy: -6791.087 eV
max |F|: 3.8 eV Å⁻¹
lowest unoccupied orbital energy: 1.1162 eV
gap between HOMO and LUMO: 9.61 eV
energy above the lowest of the compared OMol25 structures with the same formula, charge and spin: 382.9 kJ/mol
highest occupied orbital energy: -8.5 eV

# C6H6N2

C6H6N2 in the gas phase in a non-equilibrium geometry (ωB97M-V/def2-TZVPD, the Open Molecules 2025 dataset).

Structure (XYZ):
```
14
Properties=species:S:1:pos:R:3:lowdin_charge:R:1
C -0.45505 -0.36579 0.37669 -0.299
C -0.02324 -0.22428 -0.92452 -0.199
C 0.95634 0.94358 -0.98488 -0.024
C 1.15978 1.38092 0.25875 -0.098
C 0.21442 0.66559 1.20530 -0.124
C -0.44111 -0.97687 -2.02705 -0.200
H -1.43795 -2.15854 0.22031 0.135
H -1.24621 -1.58413 1.79013 0.086
H 1.32117 1.35521 -1.90259 0.102
H 1.76017 2.21489 0.53881 0.090
H 0.80020 0.15840 2.01727 0.141
H -0.50371 1.36286 1.65902 0.136
N -1.31565 -1.31241 0.83799 0.129
N -0.78917 -1.45945 -3.06523 0.125
```

Computed properties:
calculated total energy: -9298.306 eV
max |F|: 5.3 eV Å⁻¹
SMILES: N#CC1=C(N)CC=C1
lowest unoccupied orbital energy: 0.6475 eV
gap between HOMO and LUMO: 8.78 eV
energy above the lowest of the compared OMol25 structures with the same formula, charge and spin: 42.3 kJ/mol
highest occupied orbital energy: -8.1 eV